{"formula": "C34H41BN7O5PPbS", "method": "ωB97M-V/def2-TZVPD", "charge": 0, "largest_force_ev_per_a": 0.27, "homo_lumo_gap_ha": 0.2892, "lumo_energy_ev": -0.54, "relative_energy_kj_mol": 0.0, "e_homo_ha": -0.3090, "species": ["Pb", "O", "C", "C", "C", "C", "C", "C", "C", "P", "C", "C", "C", "C", "C", "C", "C", "C", "C", "C", "C", "C", "H", "H", "H", "H", "H", "H", "H", "H", "H", "H", "H", "H", "H", "H", "C", "C", "C", "O", "C", "O", "O", "H", "H", "H", "H", "H", "H", "H", "N", "C", "C", "N", "C", "C", "N", "H", "H", "H", "H", "H", "C", "N", "C", "C", "O", "N", "C", "C", "H", "H", "H", "H", "H", "H", "H", "H", "H", "H", "H", "H", "B", "C", "N", "H", "H", "H", "S", "C", "N"], "xyz": [[1.02597, -0.39661, 0.53195], [1.19618, -4.92417, 0.02837], [0.32341, -4.26149, 0.51025], [-1.12129, -4.41556, 0.17871], [-1.48304, -5.71642, -0.17634], [-2.80504, -6.04620, -0.40422], [-3.78435, -5.07099, -0.28081], [-3.42560, -3.77427, 0.04156], [-2.09617, -3.41710, 0.26934], [-1.75975, -1.62635, 0.54189], [-2.61643, -0.88234, -0.87884], [-3.09746, 0.42451, -0.77862], [-3.63779, 1.05867, -1.88624], [-3.68011, 0.40724, -3.11154], [-3.17380, -0.87890, -3.22553], [-2.64328, -1.52204, -2.11643], [-2.78675, -1.28142, 2.00464], [-4.12924, -0.92023, 1.98177], [-4.80496, -0.66925, 3.16826], [-4.14891, -0.78337, 4.38383], [-2.81101, -1.15270, 4.41533], [-2.13344, -1.39200, 3.23241], [-0.70427, -6.46248, -0.25408], [-3.07104, -7.06117, -0.66740], [-4.82525, -5.31688, -0.44552], [-4.19201, -3.01168, 0.10595], [-3.03999, 0.95415, 0.16554], [-4.01455, 2.06918, -1.79418], [-4.09506, 0.90752, -3.97714], [-3.18733, -1.38755, -4.18102], [-2.24064, -2.52155, -2.22271], [-4.65783, -0.83148, 1.04115], [-5.84720, -0.37913, 3.13826], [-4.67533, -0.57494, 5.30584], [-2.29108, -1.23473, 5.36060], [-1.08158, -1.65451, 3.26056], [4.25357, -0.97839, -2.57725], [3.37542, -1.82964, -1.67714], [3.86565, -3.26778, -1.60239], [3.39606, -1.30113, -0.33682], [1.91879, -1.84468, -2.19812], [1.72190, -1.82427, -3.40864], [0.98576, -1.84648, -1.30523], [5.28189, -0.99145, -2.21084], [3.89373, 0.05424, -2.60292], [4.22643, -1.36003, -3.59482], [4.91094, -3.28353, -1.28997], [3.77669, -3.74359, -2.57915], [3.27231, -3.83197, -0.88426], [3.75622, -0.40351, -0.33448], [-0.38728, 1.14222, -4.77192], [-0.40612, 1.60626, -3.49877], [0.00679, 0.75622, -2.44840], [0.06662, 1.19197, -1.20840], [-0.32082, 2.45763, -0.95952], [-0.74880, 3.25716, -1.99510], [-0.78855, 2.85460, -3.26742], [-0.15742, 0.18038, -4.95177], [-0.76985, 1.71220, -5.50371], [0.26757, -0.27044, -2.65636], [-0.29132, 2.79717, 0.06378], [-1.07461, 4.27167, -1.79604], [3.39362, 4.26420, 2.56968], [2.89243, 2.98091, 2.10742], [2.72855, 1.99615, 3.15975], [2.88868, 2.59780, 0.80937], [3.00222, 1.39464, 0.48178], [2.78593, 3.57559, -0.13903], [1.94677, 4.75360, 0.03466], [3.12312, 3.24753, -1.51138], [4.19747, 4.08592, 3.28855], [2.60648, 4.83732, 3.06248], [3.80060, 4.83934, 1.74525], [2.04791, 2.39630, 3.91238], [3.69139, 1.76340, 3.62425], [2.30413, 1.08296, 2.75980], [1.39388, 4.70062, 0.97052], [1.22370, 4.79227, -0.78254], [2.53284, 5.67580, 0.01168], [3.82317, 2.41767, -1.53035], [3.58835, 4.11652, -1.97956], [2.23852, 2.97437, -2.09442], [-0.63071, 3.67446, 3.35543], [-0.49178, 2.30872, 2.56756], [-0.33552, 1.32279, 1.97915], [-0.94815, 3.41813, 4.49449], [0.46540, 4.20226, 3.30931], [-1.46631, 4.34540, 2.78809], [2.58914, -2.97196, 3.42742], [1.50122, -3.20496, 2.34353], [0.59137, -3.34628, 1.56479]], "forces_ev_per_a": [[0.1, -0.1, 0.1], [0.0, 0.0, 0.0], [0.0, 0.0, 0.0], [0.0, 0.0, 0.0], [0.0, 0.0, 0.0], [0.0, 0.0, 0.0], [0.0, 0.0, 0.0], [0.0, 0.0, 0.0], [-0.1, 0.0, -0.1], [0.1, -0.1, 0.0], [-0.1, 0.1, 0.0], [0.0, 0.0, 0.0], [0.0, 0.0, 0.0], [0.0, 0.0, 0.0], [0.0, 0.0, 0.0], [0.0, 0.0, 0.0], [0.1, 0.0, 0.1], [-0.1, -0.1, 0.0], [0.0, 0.0, -0.1], [0.1, 0.0, 0.0], [0.0, 0.0, 0.0], [0.0, 0.0, 0.0], [0.0, 0.0, 0.0], [0.0, 0.0, 0.0], [0.0, 0.0, 0.0], [0.0, 0.0, 0.0], [0.0, 0.0, 0.0], [0.0, 0.0, 0.0], [0.0, 0.0, 0.0], [0.0, 0.0, 0.0], [0.0, 0.0, 0.0], [0.0, 0.0, 0.0], [0.0, 0.0, 0.0], [0.0, 0.0, 0.0], [0.0, 0.0, 0.0], [0.0, 0.0, 0.0], [0.0, 0.0, 0.0], [0.0, -0.1, 0.0], [0.0, 0.0, 0.0], [0.0, 0.0, 0.0], [0.0, 0.3, -0.1], [0.0, -0.1, 0.0], [-0.1, 0.0, 0.0], [0.0, 0.0, 0.0], [0.0, 0.0, 0.0], [0.0, 0.0, 0.0], [0.0, 0.0, 0.0], [0.0, 0.0, 0.0], [0.0, 0.0, 0.0], [0.1, 0.0, 0.0], [0.0, 0.0, 0.0], [0.0, 0.0, 0.0], [0.0, 0.1, 0.0], [-0.1, 0.0, 0.0], [0.1, 0.0, 0.0], [0.0, 0.0, 0.0], [0.0, 0.0, 0.0], [0.0, 0.0, 0.0], [0.0, 0.0, 0.0], [0.0, -0.1, 0.0], [0.0, 0.0, 0.0], [0.0, 0.0, 0.0], [-0.1, 0.1, 0.0], [0.0, 0.0, -0.1], [0.0, 0.0, 0.0], [0.1, 0.0, 0.1], [-0.1, 0.0, -0.1], [-0.1, 0.0, 0.0], [0.1, 0.0, 0.0], [0.0, 0.0, 0.0], [0.0, 0.0, 0.0], [0.0, 0.0, 0.0], [0.0, 0.0, 0.0], [0.0, 0.0, 0.0], [0.0, 0.0, 0.0], [0.0, 0.0, 0.0], [0.0, 0.0, 0.0], [0.0, 0.0, 0.0], [0.0, 0.0, 0.0], [0.0, 0.0, 0.0], [0.0, 0.0, 0.0], [0.0, 0.0, 0.0], [0.0, 0.0, -0.1], [0.1, 0.0, 0.1], [-0.2, 0.0, 0.0], [0.0, 0.0, 0.0], [0.0, 0.0, 0.0], [0.0, 0.0, 0.0], [0.0, 0.1, 0.0], [-0.1, -0.2, 0.1], [0.0, 0.2, 0.0]], "lowdin_charge": [1.38, 0.14, -0.41, -0.14, -0.01, -0.06, -0.06, -0.08, -0.27, 1.04, -0.38, -0.11, -0.08, -0.09, -0.08, -0.09, -0.36, -0.09, -0.07, -0.08, -0.07, -0.10, 0.12, 0.11, 0.11, 0.11, 0.11, 0.11, 0.10, 0.11, 0.11, 0.10, 0.10, 0.10, 0.11, 0.09, -0.01, -0.52, 0.00, -0.13, -0.62, 0.04, -0.24, 0.09, 0.08, 0.09, 0.09, 0.10, 0.07, 0.05, 0.16, -0.37, -0.06, 0.00, -0.15, -0.13, 0.14, 0.11, 0.10, 0.08, 0.08, 0.11, -0.05, -0.12, -0.04, -0.49, -0.13, -0.13, -0.05, -0.03, 0.09, 0.08, 0.08, 0.09, 0.10, 0.04, 0.08, 0.07, 0.09, 0.08, 0.09, 0.08, -0.43, -0.25, 0.01, 0.00, -0.01, 0.00, 0.80, -0.80, 0.09]}